Density functional theory data (ωB97M-V/def2-TZVPD) for C9H18NO4P in the gas phase.

Geometry as ORCA input:
```
! wB97M-V def2-TZVPD RIJCOSX def2/J DEFGRID3
* xyz 0 1
C 3.0143 2.1674 -0.7205
C 1.4891 2.2288 -0.6732
O 1.0867 1.2325 0.1701
P 0.5126 -0.2588 -0.4243
O 0.4260 -0.5526 -1.8774
O 1.4528 -1.2758 0.4099
C 1.2185 -2.6510 0.1169
C 2.5330 -3.4847 0.3580
C -1.1235 -0.3488 0.3015
N -1.6288 -1.5365 0.0609
C -3.0782 -1.3801 0.0911
O -3.3957 -0.0014 0.4091
C -2.1802 0.7087 0.4156
C -2.1522 1.4483 1.8159
C -1.9305 1.6498 -0.7927
H 3.3073 1.3560 -1.3274
H 3.5903 3.1062 -1.1209
H 3.2974 1.9731 0.2996
H 1.1906 2.1723 -1.7036
H 1.1599 3.2252 -0.2360
H 0.4140 -2.9057 0.7877
H 1.0162 -2.8277 -0.9264
H 2.7344 -3.5138 1.5261
H 2.3856 -4.5467 0.1593
H 3.4043 -2.9358 -0.1095
H -3.4580 -1.6839 -0.8240
H -3.4543 -1.9780 0.8177
H -2.7258 2.3071 1.7103
H -1.1500 1.8284 2.0179
H -2.5211 0.7657 2.4938
H -0.9380 2.2809 -0.6253
H -2.7311 2.4008 -0.9094
H -1.7657 1.0300 -1.6909
*
```

Summary:
- gap between HOMO and LUMO (eV) = 10.367
- ΔE to the lowest compared entry with this formula, charge and spin (kcal/mol) = 21.47
- molar mass (Da) = 235.22
- HOMO (hartree) = -0.36185
- SMILES = CCOP(=O)(OCC)C1=NCOC1(C)C
- lowest unoccupied orbital energy (eV) = 0.52